Molecular formula: C5H7N
Method: DFT, the ωB97M-V functional and the def2-TZVPD basis

HOMO energy = -9.092 eV
SMILES string = C=C=C[C@H]1CN1
Energy above the lowest of the compared OMol25 structures with the same formula, charge and spin = 2.808 eV
Kohn-Sham gap = 10.12 eV

Positions of all 13 atoms, in Å:
1 N -1.7140 -0.3480 -0.1685
2 C 1.0063 0.6786 0.7358
3 C -1.0159 -1.2550 -1.0731
4 C 1.4586 0.7197 1.9609
5 C -0.6890 0.1956 -1.0458
6 C 0.6226 0.6724 -0.5158
7 H 1.3255 1.0682 -1.2480
8 H -1.3497 -0.4359 0.7778
9 H -1.0840 0.8143 -1.8508
10 H 1.3089 1.5952 2.5891
11 H -0.2763 -1.9397 -0.6623
12 H -1.6219 -1.6602 -1.8811
13 H 2.0288 -0.1054 2.3819

Molecular formula: CH12PSi3
Method: DFT, the ωB97M-V functional and the def2-TZVPD basis

Net charge = +1
HOMO energy = -12.627 eV
Energy above the lowest of the compared OMol25 structures with the same formula, charge and spin = 2.650 eV
Kohn-Sham gap = 5.79 eV

Positions of all 17 atoms, in Å:
1 P -0.2893 0.0345 -0.3107
2 Si -0.3415 2.3154 0.1299
3 Si 3.0707 -1.4843 -0.5946
4 Si -2.3097 -0.5182 -1.0028
5 C -0.1784 -0.5828 1.4825
6 H -2.0358 -1.6471 -1.7485
7 H -0.7072 2.6998 1.4115
8 H 0.8135 -0.4630 1.8795
9 H -0.8719 -0.0548 2.1848
10 H -2.5105 0.4276 -2.0870
11 H -3.2452 -0.8043 0.0967
12 H -1.4665 3.0457 -0.6324
13 H -0.2218 -1.6461 1.5251
14 H 3.8006 -0.7296 -1.6510
15 H 3.7321 -1.5697 0.8504
16 H 1.8454 -2.0180 -1.2093
17 H 0.9155 2.9951 -0.3240

Molecular formula: C6H24N12NiO6
Method: DFT, the ωB97M-V functional and the def2-TZVPD basis

Net charge = +2
Spin multiplicity = 3
HOMO energy (spin up / spin down) = -15.460 / -15.579 eV
Energy above the lowest of the compared OMol25 structures with the same formula, charge and spin = 0.000 eV
Kohn-Sham gap (spin up / spin down) = 11.05 / 11.08 eV

Positions of all 49 atoms, in Å:
1 Ni 0.1142 0.1468 0.2941
2 O 0.1579 -1.8627 -0.4735
3 O 1.1493 -0.4337 1.9733
4 O -1.8699 -0.1575 1.3485
5 O -0.1213 2.1934 0.8056
6 O -1.1727 0.5974 -1.1987
7 O 1.9519 0.5204 -0.8641
8 N -2.9852 -1.4960 -0.1533
9 N -0.9616 4.2001 1.3972
10 N 1.9220 -2.1622 -2.0098
11 N -2.0927 0.7729 -3.1814
12 N 4.0304 1.4081 -1.3041
13 N 0.0812 -2.2049 2.9188
14 N -1.3838 2.3940 2.7593
15 N 0.2100 -3.6362 -1.8397
16 N 2.3889 -2.0261 2.9284
17 N 2.4087 2.6660 -0.5298
18 N 0.1197 0.2737 -3.1143
19 N -4.0213 -0.6218 1.7155
20 C -2.8920 -0.7116 0.9436
21 C 0.7538 -2.5125 -1.3545
22 C -0.8403 2.8502 1.6284
23 C 1.1993 -1.5457 2.5351
24 C -1.0140 0.5763 -2.4452
25 C 2.7340 1.4891 -0.9320
26 H -0.6438 -4.0499 -1.4418
27 H -2.1872 -1.6927 -0.7430
28 H 1.4943 2.9565 -0.2876
29 H 3.2831 -1.5531 2.8123
30 H 2.5819 -2.8255 -2.3991
31 H 0.2318 0.6831 -4.0360
32 H -2.8691 1.2686 -2.7544
33 H 2.3442 -1.2969 -1.6529
34 H 2.3412 -2.8754 3.4806
35 H -2.1249 2.9879 3.1317
36 H 4.7577 2.0912 -1.1885
37 H 0.1471 -3.2102 3.2329
38 H -4.1361 0.2142 2.3206
39 H -0.4633 4.6919 0.6804
40 H -4.8340 -1.1479 1.4169
41 H -0.9600 4.8478 2.1670
42 H -2.0145 0.7347 -4.1792
43 H 0.4928 -3.9052 -2.7633
44 H 0.9869 -0.0048 -2.6295
45 H -0.7446 -1.8616 2.4848
46 H -1.2771 1.3738 2.8550
47 H -3.8543 -1.9489 -0.4074
48 H 3.1811 3.3030 -0.3474
49 H 4.4003 0.5017 -1.5995

Molecular formula: C28H56O14
Method: DFT, the ωB97M-V functional and the def2-TZVPD basis

HOMO energy = -9.851 eV
SMILES string = CCOC(C)=O.CCOC(C)=O.CCOC(C)=O.CCOC(C)=O.CCOC(C)=O.CCOC(C)=O.CCOC(C)=O
Energy above the lowest of the compared OMol25 structures with the same formula, charge and spin = 11.839 eV
Kohn-Sham gap = 10.18 eV

Positions of all 98 atoms, in Å:
1 O -4.7879 3.1303 1.3344
2 O -1.4069 -4.6667 -4.4946
3 O -0.4219 -3.3597 -2.8736
4 O 4.7891 -1.3787 -1.9426
5 O 1.1411 -0.3977 -4.4826
6 O -0.8599 0.6483 -4.0906
7 O -0.7249 4.6363 4.0774
8 O 1.2301 5.0483 3.0544
9 O -0.5169 -4.4897 4.5244
10 O -3.8869 1.1653 0.8944
11 O 4.4741 0.5833 -0.8486
12 O 0.5081 0.3513 1.1934
13 O -1.0909 -2.3797 4.2744
14 O 0.1911 1.4863 3.0594
15 C 0.4551 4.5303 4.0014
16 C -1.5039 -0.0977 -5.0806
17 C 0.7511 -3.9207 -3.1196
18 C 4.5451 -0.6437 -0.8736
19 C 0.5821 5.7123 1.9454
20 C 1.0691 1.2093 -2.7786
21 C -0.3479 -1.6577 0.2144
22 C -4.4629 -0.4097 -0.9016
23 C -2.8679 0.3623 -5.0846
24 C 5.5231 -1.4827 -4.0896
25 C 0.3971 0.4033 -3.9386
26 C -5.0089 0.5223 0.1834
27 C -0.6659 -1.9797 5.6754
28 C -0.5139 -0.6237 1.3744
29 C 1.5611 6.1483 0.8664
30 C -2.7459 -3.0617 -3.3086
31 C -1.9359 -3.9517 2.6884
32 C -1.1019 -3.6517 3.9764
33 C -2.6209 2.8413 2.0464
34 C 1.7841 -3.3887 -2.1246
35 C 4.1331 -1.5267 0.3954
36 C 4.6811 -0.6717 -3.1956
37 C -1.4529 -3.8017 -3.6646
38 C 1.7651 2.1323 1.5014
39 C -0.8719 -0.5417 5.7774
40 C -3.8599 2.4233 1.3344
41 C 1.2301 3.9483 5.1694
42 C 0.7651 1.2253 2.0064
43 H -0.5159 -0.4517 6.7724
44 H -5.5319 1.2413 -0.3446
45 H -4.0389 0.2113 -1.5226
46 H -1.5529 -1.2817 -4.9136
47 H 6.6041 -1.6487 -3.7546
48 H 2.6281 2.2663 2.1664
49 H 5.3551 0.2603 -3.1556
50 H -2.2709 -2.1057 -2.9536
51 H 1.6921 -3.9177 -1.1276
52 H 5.5731 -1.0007 -4.9486
53 H -0.0029 6.4553 2.1344
54 H -1.3339 -4.5227 2.0374
55 H 0.7371 -4.9617 -3.2566
56 H -5.5699 -0.2327 0.8984
57 H -3.4599 0.0923 -4.2446
58 H 4.9561 -2.4277 -4.1256
59 H -2.9189 -4.3227 2.7964
60 H -0.4889 0.0363 4.9284
61 H 0.3071 -2.0817 5.7064
62 H 1.9411 0.7103 -2.2476
63 H -0.1959 4.9973 1.4544
64 H 1.4201 2.0163 -3.1886
65 H -2.3259 -3.1347 2.0664
66 H -3.4829 -0.8257 -0.4936
67 H 2.2561 4.4453 5.3104
68 H 1.7391 -2.4217 -1.9026
69 H 1.0801 -3.4327 -3.9566
70 H 2.2721 5.3273 0.6024
71 H 2.4031 1.6073 0.5744
72 H -2.5059 2.1313 2.9374
73 H -0.3829 -1.1657 -0.8126
74 H -3.0489 1.5633 -5.0996
75 H 2.8931 -3.1987 -2.4066
76 H -1.4259 -0.1847 1.2374
77 H 0.6401 -1.9637 0.0914
78 H -2.6199 4.0053 2.2654
79 H 1.2841 2.9333 4.9214
80 H -1.9149 -0.2687 5.7564
81 H 2.3061 7.1843 0.9924
82 H 3.1551 -1.8457 0.3914
83 H 1.1981 6.4033 -0.0136
84 H 0.4141 1.4353 -1.7236
85 H 1.3671 2.8723 1.0154
86 H -0.8849 0.2143 -6.0746
87 H 4.1261 -1.1537 1.4324
88 H 0.9431 4.0683 6.1414
89 H -1.1369 -2.6217 6.3454
90 H 4.8621 -2.3127 0.2574
91 H 3.6921 -0.5577 -3.4526
92 H -3.4619 -0.3197 -5.8416
93 H -1.8949 2.7123 1.1664
94 H -0.8849 -2.5827 0.4074
95 H -0.1519 -0.9467 2.2244
96 H -3.3809 -3.5547 -2.5456
97 H -3.2999 -2.8867 -4.1526
98 H -5.0809 -1.2827 -1.4476

Molecular formula: C2H10N3O
Method: DFT, the ωB97M-V functional and the def2-TZVPD basis

Net charge = +1
HOMO energy = -14.260 eV
SMILES string = NC[C@@](N)([NH3+])O
Energy above the lowest of the compared OMol25 structures with the same formula, charge and spin = 2.692 eV
Kohn-Sham gap = 10.98 eV

Positions of all 16 atoms, in Å:
1 O 0.4065 0.6151 -1.3449
2 N 1.5936 0.6001 0.6933
3 N 0.5336 -1.3124 -0.3357
4 N -1.8293 -0.1381 -0.2861
5 C -0.8625 0.5572 0.6299
6 C 0.4938 0.3241 -0.0666
7 H 2.3056 1.2159 0.2001
8 H 1.3118 -1.9865 0.0437
9 H 0.5875 -1.4236 -1.3832
10 H -0.3777 -1.5790 0.0142
11 H -2.5289 0.4494 -0.5535
12 H 1.3970 0.9196 1.7022
13 H -1.0857 1.6730 0.6117
14 H -0.9425 0.2905 1.6604
15 H 1.3116 0.7096 -1.8049
16 H -2.3144 -0.9150 0.2193